Entry from the Open Molecules 2025 dataset: a single C6H11N molecule (the ωB97M-V functional and the def2-TZVPD basis).

Geometry as XYZ:
```
18
Properties=species:S:1:pos:R:3:forces:R:3:mulliken_charge:R:1
C 0.169639 0.745637 0.019573 0.6 0.5 1.2 -0.1185
H -2.295941 -0.268645 -0.138922 -0.2 -0.2 -0.3 0.2014
C 0.290263 3.223841 0.046529 -0.6 1.1 -1.9 -1.1035
H -1.820177 -1.943464 -0.114393 -0.4 0.1 -0.3 0.1956
C 0.689391 -2.888504 -0.202069 -1.4 -3.1 -0.8 -1.2533
N -1.718756 -1.003629 0.219643 3.1 0.9 1.2 -0.4911
C -0.446447 1.942034 0.008814 -1.8 -2.0 1.4 -0.1323
C 0.754840 -1.552685 0.264394 -4.3 3.8 0.0 -0.2668
H -0.077343 3.820476 -0.869769 1.2 -0.4 1.4 0.2457
H 1.601462 -3.359427 0.022372 1.2 -1.1 0.4 0.3576
H 0.080725 3.796540 0.915790 -1.2 0.6 0.8 0.3196
C -0.305389 -0.626807 0.351642 0.3 -2.0 -2.6 0.5420
H 1.371040 3.179745 0.225282 0.0 -0.6 -1.2 0.3305
H 1.651972 -1.031008 0.276472 1.8 0.3 0.0 0.3303
H 0.508384 -3.157894 -1.276839 0.3 1.3 0.2 0.2702
H 1.278944 0.710517 -0.149250 -1.1 0.5 0.3 0.1231
H -0.118981 -3.513539 0.197498 0.1 0.2 0.7 0.3390
H -1.613627 1.926810 0.203232 2.4 0.4 -0.5 0.1104
```
Positions in Å, forces in eV/Å.

Energy above the lowest of the compared OMol25 structures with the same formula, charge and spin: 247.4 kJ/mol
Structure (SMILES): C/C=C(N)/C=C/C
Frontier orbital gap: 0.315 Ha
HOMO energy: -7.51 eV
Molecular weight: 97.2 g/mol
Total charge: 0
E_LUMO: 1.1 eV